This record from the Open Molecules 2025 dataset describes C10H17BrSi in the gas phase at a distorted geometry. The level of theory is ωB97M-V/def2-TZVPD.

Geometry as ORCA input:
```
! wB97M-V def2-TZVPD RIJCOSX def2/J DEFGRID3
* xyz 0 1
C 0.43 -0.09 -0.44
C 2.01 -0.27 -0.91
C 1.45 1.97 1.19
C 0.24 2.28 0.24
C 2.65 1.82 0.32
C 0.55 1.37 -0.85
C 2.08 1.19 -0.99
C -0.82 -2.52 -1.81
C -2.48 -0.73 0.23
C -0.26 -2.18 1.40
Si -0.85 -1.45 -0.24
Br 3.38 -1.44 -0.40
H 1.66 2.73 1.93
H 1.14 0.94 1.66
H -0.69 2.12 0.71
H 0.22 3.25 -0.16
H 2.91 2.85 0.09
H 3.44 1.11 0.64
H -0.07 1.68 -1.69
H 2.54 1.64 -1.90
H -1.05 -2.11 -2.76
H 0.19 -2.90 -1.91
H -1.44 -3.45 -1.69
H -3.08 -1.67 0.36
H -2.23 -0.17 1.20
H -2.95 -0.01 -0.47
H 0.87 -2.13 1.37
H -0.71 -1.56 2.20
H -0.58 -3.12 1.63
*
```

Properties
Energy above the lowest of the compared OMol25 structures with the same formula, charge and spin   4.807 eV
Structure (SMILES)   C[Si](C)(C)C1=C(Br)[C@@H]2CCC[C@H]12
Largest force on an atom   0.15227 hartree/bohr

Results of the natural (NBO) charge analysis, in e, for atoms 1 through 6: -0.39 -0.09 -0.40 -0.40 -0.41 -0.28

This record from the Open Molecules 2025 dataset describes C72H150FeN8O8 as an isolated structure at a distorted geometry. The level of theory is ωB97M-V/def2-TZVPD.

Geometry as ORCA input:
```
! wB97M-V def2-TZVPD RIJCOSX def2/J DEFGRID3
* xyz 0 5
Fe 0.32 4.25 -0.36
C -1.91 1.92 -0.32
C -0.71 1.03 0.01
C -0.78 -0.13 -1.05
C 0.41 -0.99 -1.36
C 1.61 -0.10 -1.64
C 1.88 1.09 -0.58
N 0.60 1.79 -0.27
O 0.78 2.55 0.92
C 2.84 2.07 -1.28
C 2.59 0.31 0.54
C -0.83 0.25 1.36
H -2.76 1.60 0.29
H -2.10 2.09 -1.38
H -1.62 2.94 -0.07
H -1.14 0.36 -1.95
H -1.54 -0.84 -0.74
H 0.24 -1.73 -2.14
H 0.59 -1.63 -0.50
H 1.55 0.44 -2.59
H 2.52 -0.69 -1.74
H 2.61 2.26 -2.33
H 3.84 1.66 -1.36
H 2.77 3.09 -0.89
H 1.99 -0.47 1.01
H 2.86 1.05 1.29
H 3.52 -0.18 0.25
H 0.00 -0.26 1.86
H -1.62 -0.48 1.16
H -1.37 0.98 1.97
C -1.01 3.85 -4.93
C -0.15 4.93 -4.15
C 0.09 5.94 -5.36
C -0.99 7.00 -5.69
C -1.65 7.61 -4.42
C -1.98 6.58 -3.18
N -0.82 5.61 -2.98
O -1.12 4.69 -1.87
C -3.28 5.93 -3.42
C -2.13 7.51 -1.98
C 1.19 4.20 -3.60
H -1.95 4.33 -5.23
H -1.52 3.18 -4.25
H -0.51 3.23 -5.67
H 0.56 5.42 -6.19
H 0.93 6.60 -5.17
H -1.80 6.60 -6.30
H -0.51 7.84 -6.18
H -2.55 7.89 -4.97
H -1.39 8.57 -3.98
H -3.19 4.85 -3.52
H -3.75 6.13 -4.39
H -4.00 6.12 -2.63
H -2.49 7.01 -1.08
H -2.88 8.28 -2.14
H -1.20 8.02 -1.73
H 1.76 4.91 -3.01
H 1.80 3.91 -4.46
H 0.86 3.27 -3.15
C -8.58 1.85 1.89
C -7.45 2.84 1.64
C -6.16 1.96 1.47
C -6.19 1.04 0.18
C -6.85 1.79 -1.00
C -7.18 3.28 -0.91
N -7.76 3.57 0.43
O -8.23 4.82 0.53
C -5.88 4.08 -1.06
C -8.30 3.68 -1.94
C -7.35 3.87 2.82
H -9.34 2.25 2.56
H -8.31 0.86 2.25
H -9.11 1.53 0.99
H -5.28 2.60 1.46
H -6.12 1.36 2.38
H -6.70 0.12 0.44
H -5.16 0.77 -0.09
H -7.69 1.25 -1.44
H -6.03 1.68 -1.71
H -5.11 3.47 -1.54
H -6.01 4.94 -1.72
H -5.54 4.48 -0.11
H -8.23 4.66 -2.41
H -8.44 3.06 -2.83
H -9.28 3.58 -1.48
H -8.28 4.32 3.15
H -6.61 4.59 2.44
H -6.83 3.45 3.68
H -7.45 5.28 0.85
C 5.09 -2.81 1.02
C 5.65 -4.21 0.61
C 6.83 -4.02 -0.36
C 7.70 -5.21 -0.72
C 8.36 -5.75 0.67
C 7.23 -5.99 1.71
N 6.19 -4.91 1.79
O 5.30 -5.17 2.85
C 6.48 -7.30 1.27
C 8.03 -5.99 3.12
C 4.57 -5.01 -0.25
H 5.84 -2.02 1.05
H 4.55 -2.95 1.96
H 4.32 -2.31 0.43
H 6.51 -3.63 -1.33
H 7.44 -3.17 -0.07
H 8.60 -4.96 -1.28
H 7.13 -6.00 -1.22
H 9.01 -4.99 1.10
H 9.03 -6.55 0.34
H 6.42 -7.89 2.18
H 5.46 -7.06 0.96
H 7.02 -7.82 0.48
H 8.78 -5.24 3.35
H 7.33 -5.87 3.94
H 8.74 -6.80 3.26
H 4.91 -5.93 -0.72
H 4.17 -4.54 -1.15
H 3.67 -5.26 0.31
H 5.56 -4.43 3.40
C 1.39 -5.38 -3.85
C 2.58 -5.36 -4.86
C 2.14 -6.17 -6.14
C 2.92 -5.96 -7.44
C 3.03 -4.53 -7.66
C 3.62 -3.67 -6.54
N 2.91 -3.92 -5.25
O 3.37 -3.15 -4.18
C 5.10 -4.01 -6.42
C 3.29 -2.20 -6.89
C 3.81 -5.95 -4.20
H 1.24 -6.34 -3.34
H 0.42 -5.11 -4.26
H 1.61 -4.74 -2.99
H 2.21 -7.23 -5.89
H 1.05 -6.11 -6.23
H 2.20 -6.31 -8.18
H 3.86 -6.49 -7.53
H 2.04 -4.20 -7.95
H 3.64 -4.36 -8.55
H 5.56 -4.95 -6.72
H 5.57 -3.26 -7.06
H 5.42 -3.85 -5.39
H 2.34 -1.74 -6.65
H 3.95 -1.66 -6.21
H 3.45 -1.93 -7.93
H 4.31 -5.23 -3.56
H 4.62 -5.99 -4.93
H 3.76 -6.87 -3.62
H 2.55 -2.83 -3.79
C -6.64 -4.85 2.78
C -5.89 -3.78 1.86
C -4.43 -3.91 2.28
C -3.53 -3.10 1.29
C -3.63 -3.55 -0.19
C -5.04 -3.66 -0.71
N -5.96 -4.23 0.40
O -7.20 -4.43 -0.16
C -5.64 -2.34 -1.25
C -5.11 -4.65 -1.86
C -6.56 -2.52 2.19
H -7.56 -5.10 2.25
H -6.82 -4.44 3.78
H -6.24 -5.86 2.87
H -4.28 -3.60 3.32
H -4.28 -4.99 2.27
H -2.55 -3.10 1.77
H -3.68 -2.02 1.33
H -3.25 -4.56 -0.39
H -3.00 -2.98 -0.87
H -5.53 -1.62 -0.45
H -5.08 -1.90 -2.08
H -6.70 -2.37 -1.51
H -4.08 -4.86 -2.17
H -5.47 -5.61 -1.50
H -5.63 -4.39 -2.79
H -5.88 -1.68 2.03
H -6.75 -2.44 3.26
H -7.43 -2.20 1.61
H -7.34 -5.35 0.09
C -0.12 -2.72 6.07
C 1.21 -3.07 5.38
C 1.64 -2.00 4.25
C 2.22 -0.64 4.83
C 3.36 -1.10 5.84
C 2.98 -2.06 7.03
N 2.39 -3.22 6.30
O 2.44 -4.39 7.06
C 4.26 -2.45 7.73
C 2.07 -1.42 7.96
C 1.17 -4.48 4.58
H -0.28 -3.31 6.97
H -0.84 -2.97 5.29
H -0.16 -1.63 6.17
H 2.41 -2.42 3.59
H 0.74 -1.94 3.65
H 1.43 -0.06 5.30
H 2.75 -0.01 4.12
H 3.98 -0.25 6.11
H 4.11 -1.77 5.43
H 4.11 -3.09 8.60
H 5.02 -2.91 7.11
H 4.73 -1.57 8.19
H 1.11 -1.93 7.88
H 2.28 -1.54 9.02
H 1.84 -0.39 7.66
H 2.05 -4.84 4.05
H 0.49 -4.49 3.72
H 0.82 -5.16 5.35
H 3.24 -4.84 6.81
C 2.92 7.84 1.65
C 2.44 6.34 1.42
C 2.78 5.71 2.74
C 1.92 6.12 3.88
C 0.53 5.83 3.53
C -0.04 6.41 2.14
N 1.04 6.06 1.10
O 0.65 6.45 -0.14
C -1.39 5.86 1.72
C -0.27 7.94 2.35
C 3.45 5.60 0.41
H 2.18 8.49 2.11
H 3.09 8.34 0.70
H 3.77 7.78 2.32
H 2.59 4.65 2.63
H 3.86 5.74 2.87
H 2.06 7.13 4.27
H 2.35 5.52 4.68
H -0.06 6.25 4.34
H 0.44 4.75 3.35
H -1.34 4.78 1.56
H -2.08 6.05 2.54
H -1.86 6.36 0.87
H -1.16 8.26 2.89
H 0.52 8.24 3.04
H -0.21 8.60 1.48
H 4.50 5.84 0.58
H 3.19 5.92 -0.60
H 3.15 4.56 0.31
H 0.75 7.40 -0.05
*
```

Properties
E   -139764.0701 eV
⟨S²⟩   6.0095
Largest force on an atom   0.08837 hartree/bohr

Results of the Mulliken charge analysis, in e, for atoms 1 through 6: 1.82 -0.74 2.05 -1.21 -0.74 -2.06

This record from the Open Molecules 2025 dataset describes C30H53NOsP2 as an isolated structure at a distorted geometry. The level of theory is ωB97M-V/def2-TZVPD.

Geometry as ORCA input:
```
! wB97M-V def2-TZVPD RIJCOSX def2/J DEFGRID3
* xyz 2 5
Os -0.43 0.13 0.19
C -1.88 1.65 0.24
C -2.39 0.77 -0.76
C -2.14 -0.45 1.21
C -1.86 0.94 1.49
C -2.46 -0.54 -0.19
C -1.92 3.15 0.11
H -1.57 3.41 -0.90
H -1.29 3.61 0.88
H -2.97 3.47 0.23
C -1.91 1.59 2.81
H -1.70 2.65 2.74
H -1.11 1.12 3.37
H -2.88 1.40 3.28
C -2.42 -1.54 2.17
H -3.51 -1.60 2.35
H -1.88 -1.31 3.08
H -2.04 -2.49 1.76
C -3.27 -1.67 -0.72
H -4.34 -1.49 -0.53
H -2.98 -2.60 -0.21
H -3.08 -1.75 -1.79
C -3.09 1.24 -1.96
H -4.06 1.69 -1.68
H -3.25 0.41 -2.66
H -2.48 1.99 -2.46
C 1.39 0.57 -3.24
C 0.35 1.45 -3.40
C -0.25 1.67 -4.75
C -1.12 0.54 -5.36
C -1.27 -0.75 -4.60
C -0.24 -1.60 -4.50
C 1.10 -1.25 -5.11
C 1.96 -0.13 -4.43
H 0.52 1.92 -5.49
H -0.72 0.33 -6.36
H -0.88 2.57 -4.69
H 2.24 0.58 -5.22
H 1.75 0.34 -2.26
H -0.07 1.94 -2.55
H 2.90 -0.60 -4.12
H 1.72 -2.15 -5.10
H -0.26 -2.51 -3.91
H 0.98 -0.97 -6.16
H -2.12 0.96 -5.50
H -2.22 -0.88 -4.10
P 1.42 1.80 0.68
C 1.14 2.75 2.26
H 2.02 3.36 2.52
H 0.93 2.05 3.07
H 0.26 3.40 2.18
C 3.21 1.32 0.84
H 3.78 2.15 1.29
H 3.64 1.09 -0.15
H 3.30 0.44 1.48
C 1.71 3.35 -0.30
H 2.17 3.10 -1.26
H 2.37 4.04 0.25
H 0.76 3.85 -0.48
P 0.71 -2.10 -0.06
C -0.41 -3.49 -0.57
H 0.16 -4.35 -0.97
H -1.13 -3.16 -1.32
H -0.96 -3.85 0.32
C 2.35 -2.46 -0.85
H 2.29 -2.58 -1.94
H 2.81 -3.37 -0.41
H 3.02 -1.63 -0.64
C 1.17 -3.06 1.46
H 1.38 -4.11 1.20
H 0.33 -3.03 2.17
H 2.04 -2.61 1.94
C -1.12 -0.66 5.03
C 0.06 -0.89 4.20
C 0.98 -1.90 4.72
C 2.18 -1.65 4.09
C 1.97 -0.39 3.32
C 2.87 0.62 3.84
N 0.61 -0.09 3.28
H -1.92 -0.08 4.59
H -0.71 -0.10 5.89
H -1.46 -1.66 5.31
H 0.75 -2.37 5.69
H 3.21 -2.05 4.11
H 2.48 0.89 4.84
H 3.84 0.13 3.93
H 2.95 1.52 3.24
*
```

Properties
Energy above the lowest of the compared OMol25 structures with the same formula, charge and spin   1.559 eV
⟨S²⟩   6.0296
Largest force on an atom   0.13913 hartree/bohr

Results of the Mulliken charge analysis, in e, for atoms 1 through 6: 0.91 1.09 -0.07 -0.34 0.70 0.90

This record from the Open Molecules 2025 dataset describes C50H40F5N6O4S3TeTl as an isolated structure at a distorted geometry. The level of theory is ωB97M-V/def2-TZVPD.

Geometry as ORCA input:
```
! wB97M-V def2-TZVPD RIJCOSX def2/J DEFGRID3
* xyz -2 1
Tl 1.37 -1.88 0.01
O 7.59 -1.38 3.55
C 6.56 -1.29 4.39
C 6.77 -0.96 5.73
C 5.68 -0.84 6.62
C 4.39 -1.02 6.12
C 4.12 -1.28 4.81
C 5.20 -1.35 3.93
C 4.76 -1.35 2.49
O 3.56 -1.19 2.17
N 5.82 -1.52 1.60
N 5.33 -1.55 0.38
C 6.17 -1.42 -0.59
C 5.83 -1.40 -1.97
C 6.77 -1.88 -2.94
C 6.40 -1.92 -4.27
C 5.11 -1.60 -4.70
C 4.19 -1.35 -3.78
C 4.44 -1.21 -2.36
O 3.52 -1.02 -1.53
H 7.15 -1.54 2.59
H 7.86 -0.89 6.03
H 5.82 -0.67 7.70
H 3.60 -0.77 6.83
H 3.11 -1.40 4.40
H 7.23 -1.38 -0.31
H 7.76 -2.23 -2.55
H 7.17 -2.12 -4.99
H 4.92 -1.66 -5.77
H 3.16 -1.19 -4.03
N -1.27 -0.79 2.38
S -2.53 -0.81 1.60
N -3.38 0.32 0.88
S -3.22 1.87 0.58
N -1.85 2.44 1.09
S -0.37 1.83 0.66
N -0.11 0.55 -0.09
C 0.49 2.27 2.10
C 1.83 1.83 2.08
C 2.66 2.35 3.04
C 2.17 3.16 4.04
C 0.81 3.49 4.10
C -0.05 3.05 3.10
C 0.22 3.21 -0.44
C 1.47 2.98 -1.03
C 2.01 4.02 -1.79
C 1.35 5.24 -2.07
C 0.08 5.34 -1.54
C -0.41 4.46 -0.60
C -4.40 2.92 1.47
C -4.39 4.24 1.05
C -5.02 5.23 1.81
C -5.81 4.94 2.86
C -5.73 3.62 3.32
C -5.05 2.60 2.67
C -3.64 1.94 -1.18
C -4.99 2.10 -1.61
C -5.34 1.71 -2.88
C -4.42 1.09 -3.75
C -3.14 0.74 -3.29
C -2.72 1.33 -2.06
C -2.21 -4.08 -4.17
C -1.15 -4.43 -5.02
C -0.63 -3.45 -5.95
C -1.46 -2.48 -6.45
C -2.63 -2.26 -5.70
C -2.90 -2.95 -4.57
C -3.71 -2.07 1.39
C -5.10 -1.85 1.61
C -5.98 -2.88 1.34
C -5.48 -4.03 0.79
C -4.09 -4.24 0.66
C -3.18 -3.19 0.84
H 2.13 1.19 1.27
H 3.68 1.98 3.05
H 2.83 3.56 4.79
H 0.32 4.01 4.95
H -1.11 3.36 3.08
H 2.20 2.18 -0.79
H 3.02 3.83 -2.23
H 1.94 6.03 -2.53
H -0.63 6.07 -1.93
H -1.34 4.64 -0.09
H -3.84 4.50 0.08
H -4.90 6.22 1.41
H -6.35 5.71 3.35
H -6.10 3.31 4.33
H -5.14 1.53 2.93
H -5.64 2.73 -0.99
H -6.36 1.85 -3.19
H -4.72 0.89 -4.75
H -2.46 0.11 -3.87
H -1.72 1.10 -1.74
H -0.63 -5.43 -5.00
H 0.36 -3.44 -6.43
H -1.26 -1.98 -7.43
H -3.31 -1.42 -5.92
H -3.74 -2.61 -3.98
H -5.44 -0.84 1.89
H -7.02 -2.63 1.37
H -6.12 -4.85 0.55
H -3.73 -5.23 0.34
H -1.87 -3.26 0.23
F -2.71 -4.97 -3.25
Te 0.03 -4.89 -0.35
F 1.36 -3.92 -1.64
F 1.08 -4.26 1.14
F 1.33 -6.36 -0.15
F -1.14 -5.75 1.07
O -1.10 -3.12 -0.43
*
```

Properties
Energy above the lowest of the compared OMol25 structures with the same formula, charge and spin   4.018 eV
Largest force on an atom   0.10375 hartree/bohr

Results of the Mulliken charge analysis, in e, for atoms 1 through 6: 1.12 -0.69 0.14 -0.42 -0.42 -0.49

Question: Which of these has the lowest largest force on an atom?
Answer: C72H150FeN8O8

Question: What is the largest force on an atom in the second record?
Answer: 0.08837 hartree/bohr

Question: Which of these has the lowest largest force on an atom?
Answer: C72H150FeN8O8